## a
Here is a molecular structure, C2H8NO2 from OMol25. Energies are from wB97M-V/def2-TZVPD.

The geometry in XYZ format:
```
13
Properties=species:S:1:pos:R:3:lowdin_charge:R:1
O -0.476 2.606 1.192 -0.461
O 0.814 0.530 1.327 -0.194
N -0.042 -1.420 -1.707 -0.037
C 0.644 0.213 -0.040 -0.355
C -0.211 -1.058 -0.190 -0.338
H 0.206 1.380 1.455 -0.027
H 0.620 -1.904 -0.869 0.101
H -0.898 -1.977 -1.789 0.014
H 0.204 1.105 -0.502 0.099
H 1.633 0.110 -0.511 0.097
H 0.030 -1.829 0.569 0.109
H -1.364 2.851 0.923 -0.125
H -1.159 -0.605 0.139 0.117
```

Output
- orbital gap (eV) = 7.53
- total charge = -1

---

## b
Here is 2 unconnected molecules or ions with the total composition C2H8NO2 from OMol25. Energies are from wB97M-V/def2-TZVPD.

The geometry in XYZ format:
```
13
Properties=species:S:1:pos:R:3:lowdin_charge:R:1
O 0.563 0.635 0.305 -0.331
O -0.703 1.148 2.556 -0.153
N 0.324 -1.874 -0.748 -0.047
C 0.199 -0.709 -1.655 -0.308
C -0.064 0.612 -0.871 -0.516
H 1.051 -0.673 -2.337 0.077
H -1.609 1.181 2.218 -0.001
H 1.013 -1.581 -0.060 0.038
H 0.230 1.435 -1.562 0.072
H -0.626 -0.966 -2.319 0.073
H -0.541 -1.879 -0.221 0.042
H -1.181 0.672 -0.807 0.076
H -0.117 1.192 1.748 -0.022
```

Output
- orbital gap (eV) = 7.59
- total charge = -1

---

## c
Here is 2 unconnected molecules or ions with the total composition C2H8NO2 from OMol25. Energies are from wB97M-V/def2-TZVPD.

The geometry in XYZ format:
```
13
Properties=species:S:1:pos:R:3:lowdin_charge:R:1
O 0.187 -3.320 -0.212 -0.242
O -0.080 -0.969 0.400 -0.278
N -1.309 1.778 -0.043 -0.045
C 0.059 1.293 -0.445 -0.296
C 0.566 0.211 0.509 -0.473
H 1.643 0.086 0.203 0.093
H 0.695 2.189 -0.415 0.076
H 1.130 -3.296 -0.191 -0.058
H -2.002 1.436 -0.707 0.037
H 0.534 0.690 1.512 0.088
H -1.521 1.242 0.805 0.042
H 0.063 -2.248 0.049 -0.037
H 0.033 0.907 -1.466 0.094
```

Output
- orbital gap (eV) = 8.18
- total charge = -1

---

## d
Here is a molecular structure, C2H8NO2 from OMol25. Energies are from wB97M-V/def2-TZVPD.

The geometry in XYZ format:
```
13
Properties=species:S:1:pos:R:3:lowdin_charge:R:1
O -0.051 0.450 -0.750 -0.295
O 1.185 0.918 -2.580 -0.176
N -0.330 0.061 2.409 -0.006
C -0.247 -0.927 1.343 -0.325
C -0.712 -0.542 -0.066 -0.444
H 1.145 0.164 -3.180 -0.017
H 0.632 0.320 2.536 0.045
H -0.930 -1.805 1.518 0.082
H -0.929 -1.503 -0.683 0.096
H -1.774 -0.053 0.090 0.100
H 0.816 -1.318 1.364 0.110
H -0.703 0.884 2.177 -0.007
H 0.727 0.758 -1.717 -0.162
```

Output
- orbital gap (eV) = 7.59
- total charge = -1

---

Most stable = b

---

## a
Here is 2 unconnected molecules or ions with the total composition C2H2S from OMol25. Energies are from wB97M-V/def2-TZVPD.

The geometry in XYZ format:
```
5
Properties=species:S:1:pos:R:3:lowdin_charge:R:1
S -1.982 -1.042 0.296 0.616
C -0.282 -0.557 -0.070 -0.559
C -0.763 0.492 0.434 -0.325
H -0.476 1.333 0.906 0.023
H 0.771 -1.578 -0.742 0.244
```

Output
- orbital gap (eV) = 7.80
- total charge = 0

---

## b
Here is a single C2H2S molecule from OMol25. Energies are from wB97M-V/def2-TZVPD.

The geometry in XYZ format:
```
5
Properties=species:S:1:pos:R:3:lowdin_charge:R:1
S 0.013 1.416 1.711 0.784
C 0.022 -0.351 -0.447 -0.094
C 0.076 0.456 0.529 -0.831
H -0.167 -0.099 -1.493 0.074
H 0.055 -1.422 -0.300 0.067
```

Output
- orbital gap (eV) = 8.65
- total charge = 0
- SMILES = C=C=S

---

Most stable = b

---

## a
Here is a single CH3N3O molecule from OMol25. Energies are from wB97M-V/def2-TZVPD.

The geometry in XYZ format:
```
8
Properties=species:S:1:pos:R:3:lowdin_charge:R:1
O -1.194 -0.864 0.273 -0.181
N 0.951 -0.955 0.044 -0.032
N -1.165 0.513 0.183 0.014
N -0.084 -1.574 0.072 -0.010
C 1.051 0.316 -0.337 0.052
H 0.639 0.668 -1.249 0.073
H 1.604 1.043 0.089 0.036
H -1.802 0.853 0.925 0.049
```

Output
- orbital gap (spin up / spin down) (eV) = 8.25 / 8.34
- total charge = 0

---

## b
Here is a single CH3N3O molecule from OMol25. Energies are from wB97M-V/def2-TZVPD.

The geometry in XYZ format:
```
8
Properties=species:S:1:pos:R:3:lowdin_charge:R:1
O 2.149 0.037 0.041 0.081
N -0.209 1.090 -0.184 0.020
N -1.113 0.000 0.057 -0.067
N -0.050 -0.908 -0.160 0.045
C 0.953 -0.029 -0.119 -0.465
H -1.817 0.038 -0.633 0.089
H 0.104 1.613 0.720 0.136
H -0.018 -1.842 0.278 0.161
```

Output
- orbital gap (eV) = 10.41
- total charge = 0
- SMILES = O=c1[nH][nH][nH]1

---

## c
Here is 2 unconnected molecules or ions with the total composition CH3N3O from OMol25. Energies are from wB97M-V/def2-TZVPD.

The geometry in XYZ format:
```
8
Properties=species:S:1:pos:R:3:lowdin_charge:R:1
O 0.109 -1.346 0.291 -0.035
N 3.063 0.535 0.044 0.168
N 1.301 -1.070 -0.010 -0.028
N -1.619 0.213 -0.129 0.127
C 2.136 -0.250 0.033 -0.255
H -1.860 -0.515 -0.759 -0.041
H -2.027 0.295 0.827 0.006
H 3.360 0.989 -0.786 0.058
```

Output
- orbital gap (spin up / spin down) (eV) = 6.33 / 6.33
- total charge = 0

---

Most stable = b

---

## a
Here is a molecular structure, C3H7NOS2 from OMol25. Energies are from wB97M-V/def2-TZVPD.

The geometry in XYZ format:
```
14
Properties=species:S:1:pos:R:3:lowdin_charge:R:1
S -0.373 -0.816 -0.244 0.857
S -3.693 -0.803 -0.205 0.573
O -0.864 1.798 -0.138 -0.035
N -2.672 0.614 -0.348 -0.449
C 1.210 0.101 -0.305 -0.578
C 2.633 -0.680 -0.096 -0.195
C -1.331 0.693 -0.232 -1.012
H 1.095 0.799 0.611 0.070
H -3.014 1.569 0.904 0.315
H 3.340 -1.209 -1.137 0.141
H 0.888 0.965 -1.135 0.122
H 2.307 -1.610 0.500 0.026
H 3.446 0.150 0.728 0.165
H -2.971 -1.571 1.100 0.002
```

Output
- orbital gap (eV) = 8.48
- total charge = 0

---

## b
Here is 2 unconnected molecules or ions with the total composition C3H7NOS2 from OMol25. Energies are from wB97M-V/def2-TZVPD.

The geometry in XYZ format:
```
14
Properties=species:S:1:pos:R:3:lowdin_charge:R:1
S 0.684 1.280 -0.529 0.596
S -2.131 0.751 1.986 0.899
O -2.914 1.385 0.941 -0.545
N 0.364 0.523 2.874 -0.029
C -0.506 0.768 1.819 -0.537
C 0.159 -0.753 -2.461 -0.173
C 0.677 -0.507 -1.006 -0.642
H -0.558 -1.637 -2.470 0.081
H 1.674 -0.872 -0.840 0.036
H 0.981 -0.844 -3.243 0.084
H 0.919 -0.346 2.765 0.106
H 0.085 -0.996 -0.302 0.009
H -0.467 0.076 -2.759 0.033
H 1.033 1.171 3.226 0.082
```

Output
- orbital gap (spin up / spin down) (eV) = 7.18 / 7.18
- total charge = 0

---

Most stable = b

---

## a
Here is 2 unconnected molecules or ions with the total composition C3H7NOS2 from OMol25. Energies are from wB97M-V/def2-TZVPD.

The geometry in XYZ format:
```
14
Properties=species:S:1:pos:R:3:lowdin_charge:R:1
S 1.837 1.624 0.002 0.548
S -0.209 -0.757 -0.039 0.801
O 3.897 -0.599 0.123 -0.159
N 2.557 -0.885 -0.464 -0.094
C 1.499 -0.096 -0.231 -1.127
C -1.443 0.679 -0.123 -0.559
C -2.694 -0.008 0.023 -0.304
H -2.875 -1.160 -0.362 0.111
H 4.034 0.357 -0.083 0.035
H -3.602 0.664 -0.457 0.127
H -2.868 -0.220 1.241 0.125
H -1.392 0.955 -1.288 0.128
H -1.071 1.404 0.551 0.035
H 2.330 -1.958 1.106 0.332
```

Output
- orbital gap (eV) = 6.49
- total charge = 0

---

## b
Here is a single C3H7NOS2 molecule from OMol25. Energies are from wB97M-V/def2-TZVPD.

The geometry in XYZ format:
```
14
Properties=species:S:1:pos:R:3:lowdin_charge:R:1
S -0.277 -3.356 1.495 0.299
S 0.004 -2.123 -0.191 0.461
O 0.757 0.048 -2.682 0.079
N -0.272 1.903 0.019 0.029
C -0.256 0.586 -0.584 -0.461
C -0.181 -0.455 0.534 -0.519
C 0.894 0.480 -1.578 -0.265
H 0.826 -0.345 0.946 0.067
H -0.820 2.089 0.843 0.072
H -0.831 -0.062 1.306 0.090
H 1.877 0.518 -1.054 0.139
H -0.595 -2.533 2.506 -0.200
H -1.176 0.493 -1.166 0.135
H 0.050 2.756 -0.394 0.074
```

Output
- orbital gap (eV) = 8.69
- total charge = 0
- SMILES = N[C@@H](C=O)CSS

---

Most stable = b

---

## a
Here is a single C3H7NOS2 molecule from OMol25. Energies are from wB97M-V/def2-TZVPD.

The geometry in XYZ format:
```
14
Properties=species:S:1:pos:R:3:lowdin_charge:R:1
S 2.990 -0.857 -0.573 0.358
S 1.774 -0.309 1.072 0.433
O -4.222 1.272 -0.514 -0.001
N -2.103 0.871 0.189 0.017
C 0.398 0.044 -0.054 -0.633
C -1.089 -0.272 0.285 -0.221
C -3.114 0.813 -0.722 -0.383
H -2.160 1.545 0.933 0.133
H -3.108 0.081 -1.606 0.150
H -1.506 -1.004 -0.428 0.099
H 0.430 -0.781 -0.891 0.056
H 0.461 1.152 -0.368 0.102
H 2.057 -1.436 -1.251 -0.240
H -1.078 -0.694 1.360 0.129
```

Output
- orbital gap (eV) = 8.82
- total charge = 0
- SMILES = O=CNCCSS

---

## b
Here is a single C3H7NOS2 molecule from OMol25. Energies are from wB97M-V/def2-TZVPD.

The geometry in XYZ format:
```
14
Properties=species:S:1:pos:R:3:lowdin_charge:R:1
S -0.485 0.251 -1.545 0.868
S -3.438 0.276 0.261 0.641
O 0.809 -1.384 1.130 -0.186
N -1.729 0.465 0.674 -0.429
C 1.400 0.292 -1.328 -0.355
C 0.534 0.045 1.069 -0.339
C -0.612 0.428 0.149 -0.819
H 1.711 -0.176 -2.303 0.028
H 0.122 -1.974 1.896 0.250
H -3.348 -0.044 -1.247 -0.082
H 1.812 1.334 -1.450 0.061
H 0.024 0.313 2.092 0.134
H 1.612 -0.492 -0.440 0.070
H 1.587 0.666 1.042 0.159
```

Output
- orbital gap (eV) = 8.95
- total charge = 0
- SMILES = CS/C(CO)=N\S

---

Most stable = a